Entry from the OMol25 dataset: 10 unconnected molecules or ions with the total composition C23H65NO13P (ωB97M-V/def2-TZVPD).

Results
Gap between HOMO and LUMO (alpha / beta) ... 9.01 / 9.86 eV
Expectation value of S² ... 0.75
HOMO level (alpha / beta) ... -8.59 / -9.74 eV
E_tot ... -2289.4085 Eh
F_max ... 1.84 eV Å⁻¹
LUMO (alpha / beta) ... 0.4 / 0.1 eV

The geometry in ORCA input format:
```
! wB97M-V def2-TZVPD RIJCOSX def2/J DEFGRID3
* xyz 0 2
H 3.763 -6.434 1.266
C -3.705 -0.925 -5.466
H 3.334 -0.620 -2.521
H -1.766 2.712 -2.913
H -1.616 -2.160 0.629
H -1.978 -5.636 0.490
H -7.272 3.186 -6.538
H -2.040 -1.551 2.232
H 1.044 3.493 9.626
C 0.077 -0.225 0.806
H 0.725 4.571 8.255
H 2.710 3.917 4.409
H 5.197 0.651 1.500
H -0.037 -1.690 -2.085
H -2.759 -4.849 -4.351
H -6.014 3.258 -3.313
C 1.531 2.259 1.543
O -0.267 -4.823 1.278
O 4.776 -0.591 6.016
H 2.144 3.147 1.626
H 0.513 2.630 -0.774
C 2.096 1.268 0.523
H 4.402 1.650 4.290
C 3.447 3.250 4.850
H 0.543 2.606 1.269
H 6.051 -1.163 0.501
H 1.430 1.822 2.527
H -2.167 3.690 -1.121
H -0.466 -6.241 -0.221
H 2.722 -0.710 1.253
H -0.928 -3.690 -3.506
H 5.282 -0.769 -0.993
H 4.343 3.823 5.100
H 3.790 -7.009 -0.413
H 0.481 1.551 -2.098
H 3.307 -0.669 4.547
H -3.922 -0.238 -6.281
O -6.334 3.207 -6.322
H -4.635 -1.398 -5.140
C -5.084 3.727 -3.645
H -6.069 1.259 -6.992
C -2.086 -1.352 1.171
C -5.678 2.264 -7.168
C 3.090 0.307 1.226
O -2.485 -4.065 -4.838
H 0.450 -0.074 1.808
C -0.980 -5.356 0.164
H 3.030 2.814 5.756
C -1.381 1.649 -1.054
H -5.307 4.420 -4.446
H -3.140 -1.340 0.917
H 0.217 -1.279 0.606
H -4.287 3.787 -1.881
C -1.453 0.003 0.834
O 1.779 2.897 7.769
O 3.751 2.237 3.889
H 2.603 1.865 -0.226
C -1.101 -3.853 -4.573
C -1.899 2.942 -0.388
H 1.628 -7.300 1.396
H 5.201 -1.390 5.689
O -2.115 -0.546 -1.301
H 2.350 4.508 8.961
C 3.150 -6.644 0.386
C 1.464 3.919 8.712
C 0.913 0.555 -0.232
H -4.617 2.278 -6.930
C -1.845 0.941 1.975
H 4.448 -1.768 0.217
H -2.871 1.406 -2.631
H -0.502 -4.704 -4.909
O 2.052 -1.915 -0.825
H 4.643 1.171 -0.042
H -5.809 2.531 -8.220
H -0.791 -2.966 -5.119
H -2.932 -0.790 -3.684
N -1.991 0.433 -0.471
H 3.141 0.642 2.251
C 0.174 1.649 -1.065
H -1.694 0.450 2.924
C 3.402 -0.637 5.636
H -1.220 1.078 -3.142
H -2.768 2.760 0.236
H 2.927 0.269 6.003
P 1.598 -0.640 -1.408
H 2.900 -1.504 6.072
O -4.480 4.440 -2.562
H -4.401 2.960 -4.020
H -1.358 1.905 1.930
C 4.531 0.382 0.689
H -2.912 1.134 1.892
H -3.009 -1.689 -5.815
O -3.124 -0.177 -4.404
H 0.610 -4.578 0.961
C 5.091 -0.915 0.061
O 2.765 0.096 -2.177
O 2.183 -7.645 0.688
H -1.058 -4.600 -0.624
C -1.840 1.704 -2.521
H 2.433 2.320 8.177
H -1.155 3.383 0.262
H 2.659 -5.725 0.051
O 0.447 -0.937 -2.479
*
```